This record from the Open Molecules 2025 dataset describes a molecular structure, C28H40F5N4O7S3SiV. The level of theory is ωB97M-V/def2-TZVPD.

Geometry as XYZ:
```
89
Properties=species:S:1:pos:R:3:mulliken_charge:R:1
V 0.20 1.13 -1.65 0.312
N -2.01 0.44 -5.43 -0.448
C -1.26 0.39 -4.31 0.879
S -0.85 1.91 -3.56 -0.426
N -0.87 -0.74 -3.85 -1.487
N -0.10 -0.62 -2.71 1.480
C 0.43 -1.76 -2.36 -0.619
C 1.29 -2.02 -1.24 0.803
C 1.76 -3.32 -1.05 -0.864
C 2.67 -3.59 -0.05 -1.196
C 3.11 -2.55 0.77 -1.023
C 2.68 -1.25 0.58 -1.100
C 1.78 -0.99 -0.43 2.249
O 1.47 0.29 -0.76 -0.884
H -2.31 1.32 -5.81 0.200
H -2.25 -0.42 -5.91 0.220
H 0.21 -2.60 -3.01 0.565
H 1.47 -4.10 -1.75 0.464
H 3.09 -4.58 0.05 0.470
H 3.84 -2.76 1.55 0.428
H 3.06 -0.43 1.17 0.592
C -0.33 1.26 4.61 -1.306
C 0.49 1.76 3.44 1.579
C 1.77 0.96 3.29 -1.432
C 0.79 3.25 3.58 -1.643
O -0.26 1.63 2.21 0.455
Si -1.33 0.53 1.73 -1.230
S -1.55 0.84 -0.45 -0.464
O -2.85 0.72 2.24 0.653
C -3.83 1.79 2.22 1.632
C -4.83 1.45 1.13 -1.548
C -4.50 1.77 3.59 -1.703
C -3.17 3.13 1.96 -1.272
O -0.83 -0.96 2.03 1.024
C -1.52 -2.24 2.11 1.734
C -2.38 -2.25 3.37 -1.729
C -0.43 -3.29 2.18 -1.397
C -2.38 -2.42 0.86 -1.256
H 0.19 1.44 5.55 0.555
H -0.51 0.18 4.53 0.151
H -1.30 1.77 4.65 0.183
H 2.36 1.00 4.21 0.545
H 2.38 1.36 2.47 0.268
H 1.53 -0.08 3.07 0.146
H 1.44 3.43 4.43 0.403
H -0.13 3.81 3.72 0.385
H 1.28 3.62 2.68 0.179
H -5.29 0.48 1.32 0.307
H -4.34 1.42 0.16 0.257
H -5.62 2.20 1.09 0.463
H -4.91 0.78 3.79 0.325
H -5.31 2.49 3.62 0.432
H -3.79 2.02 4.37 0.324
H -2.70 3.16 0.98 0.224
H -2.41 3.35 2.71 0.156
H -3.93 3.92 2.00 0.590
H -1.75 -2.08 4.25 0.330
H -2.86 -3.22 3.48 0.532
H -3.14 -1.48 3.33 0.109
H 0.20 -3.11 3.05 0.327
H 0.19 -3.25 1.29 0.136
H -0.87 -4.28 2.26 0.426
H -3.15 -1.65 0.80 0.165
H -2.87 -3.39 0.88 0.537
H -1.76 -2.37 -0.03 0.103
F -0.92 3.84 -1.18 -0.250
C 0.28 3.25 -1.32 0.361
F 0.82 3.06 -0.07 -0.297
C 1.18 4.31 -2.01 0.537
F 0.99 4.33 -3.33 -0.241
F 2.48 4.05 -1.78 -0.251
F 0.92 5.52 -1.53 -0.248
N 2.19 1.57 -3.00 -0.267
C 2.75 0.32 -3.46 0.121
C 3.69 -0.35 -2.71 -0.515
C 3.98 -1.68 -3.00 -0.420
C 3.32 -2.32 -4.03 -0.179
C 2.48 -1.60 -4.87 -1.011
C 2.21 -0.27 -4.60 -0.542
S 3.36 -4.12 -4.18 1.379
O 3.97 -4.39 -5.45 -0.711
O 4.11 -4.55 -3.01 -0.690
O 1.93 -4.44 -4.10 -0.672
H 2.87 2.08 -2.44 0.446
H 1.92 2.15 -3.78 0.443
H 4.15 0.14 -1.85 0.306
H 4.66 -2.25 -2.38 0.539
H 2.00 -2.10 -5.70 0.406
H 1.50 0.27 -5.21 0.489
```

Its molecular weight is 814.9 g mol⁻¹. The energy relative to the best compared isomer or geometry (same formula, charge and spin) is 0.0 kcal per mole. For the HOMO energy, the calculation gives -7.994 eV.